# 1
# C8H11NO5

The molecule C8H11NO5 (ωB97M-V/def2-TZVPD, the OMol25 dataset).

Geometry as XYZ:
```
25
Properties=species:S:1:pos:R:3:nbo_charge:R:1
C -0.941 1.921 -0.916 -0.178
C 0.174 1.171 -0.812 0.207
C -2.128 1.067 -0.890 0.565
C 0.005 -0.637 0.953 0.773
C -0.276 -0.290 -0.559 0.274
C -2.646 -1.298 -1.056 -0.431
C 1.919 2.692 -0.886 -0.252
C 0.364 -2.487 2.294 -0.297
N -1.752 -0.250 -0.699 -0.444
O -3.234 1.499 -0.988 -0.596
O 0.194 0.141 1.841 -0.568
O 0.247 -1.198 -1.484 -0.685
O 1.531 1.347 -0.767 -0.393
O 0.183 -1.975 0.974 -0.536
H -1.144 2.987 -0.870 0.223
H -2.254 -2.063 -1.859 0.204
H -2.948 -1.961 -0.237 0.197
H -3.587 -0.932 -1.531 0.250
H 1.161 3.405 -1.041 0.187
H 2.651 2.747 -1.677 0.196
H 2.483 2.978 0.127 0.189
H 0.632 -1.531 2.802 0.230
H 1.090 -3.345 2.275 0.208
H -0.725 -2.790 2.576 0.190
H 0.253 -2.052 -1.092 0.487
```

Spin multiplicity: 3
Highest occupied orbital energy (spin up / spin down) (eV): -5.5 / -9.2

# 2
# C3H4F3NS

A structure of composition C3H4F3NS (ωB97M-V/def2-TZVPD, the OMol25 dataset).

Geometry as XYZ:
```
12
Properties=species:S:1:pos:R:3:nbo_charge:R:1
C -0.464 1.510 -1.057 -0.393
C -0.317 0.438 -0.258 -0.296
C -0.226 -1.336 -0.966 0.996
N 0.802 -0.077 2.017 -1.008
F -0.777 -2.138 -0.047 -0.324
F 1.007 -1.731 -1.243 -0.317
F -0.957 -1.394 -2.064 -0.325
S -0.609 0.540 1.420 0.470
H -0.358 2.529 -0.737 0.224
H -0.423 1.238 -2.106 0.213
H 1.604 0.696 1.977 0.369
H 0.719 -0.276 3.062 0.391
```

Spin multiplicity: 1
Energy relative to the best compared isomer or geometry (same formula, charge and spin) (kcal/mol): 49.4
Highest occupied orbital energy (eV): -8.5

# 3
# C36H44ClGaN2PSeSi2Te

A structure of composition C36H44ClGaN2PSeSi2Te (ωB97M-V/def2-TZVPD, the OMol25 dataset).

Geometry as XYZ:
```
89
Properties=species:S:1:pos:R:3:lowdin_charge:R:1
Ga -0.058 0.271 -0.379 -0.162
C 0.281 -0.365 3.951 -0.014
C -1.013 -0.699 4.316 -0.013
C -1.997 -0.743 3.345 0.023
C -1.665 -0.452 2.032 -0.205
N -0.411 -0.121 1.686 0.005
C 0.538 -0.079 2.626 -0.173
C -2.642 -0.489 0.920 -0.238
C -3.996 -0.736 1.073 0.013
C -4.790 -0.780 -0.063 -0.015
C -4.218 -0.576 -1.309 -0.008
C -2.863 -0.307 -1.380 -0.106
N -2.109 -0.271 -0.282 0.012
H 1.082 -0.319 4.674 0.123
H -1.255 -0.923 5.346 0.126
H -3.009 -1.011 3.605 0.120
H 1.530 0.190 2.295 0.054
H -4.430 -0.892 2.049 0.119
H -5.851 -0.970 0.028 0.122
H -4.809 -0.607 -2.213 0.121
H -2.338 -0.092 -2.306 0.067
Cl 2.945 -0.404 0.140 0.739
C 3.181 -2.129 0.023 -0.597
C 4.483 -2.591 0.159 -0.093
C 4.735 -3.946 0.055 -0.054
C 3.692 -4.832 -0.188 -0.055
C 2.404 -4.353 -0.325 -0.069
C 2.116 -2.989 -0.220 -0.356
P 0.390 -2.417 -0.414 1.080
C -0.183 -3.285 -1.905 -0.350
C -0.700 -4.583 -1.876 -0.106
C -1.059 -5.215 -3.054 -0.067
C -0.905 -4.562 -4.271 -0.067
C -0.390 -3.275 -4.306 -0.060
C -0.030 -2.634 -3.128 -0.095
C -0.462 -3.273 0.954 -0.355
C 0.193 -3.530 2.158 -0.084
C -0.494 -4.086 3.228 -0.072
C -1.841 -4.396 3.109 -0.073
C -2.502 -4.142 1.915 -0.069
C -1.821 -3.577 0.847 -0.117
H 5.283 -1.886 0.337 0.110
H 5.749 -4.310 0.156 0.116
H 3.886 -5.892 -0.276 0.114
H 1.598 -5.048 -0.525 0.108
H -0.830 -5.103 -0.934 0.101
H -1.459 -6.220 -3.023 0.109
H -1.187 -5.059 -5.189 0.110
H -0.267 -2.762 -5.250 0.113
H 0.361 -1.624 -3.160 0.021
H 1.249 -3.309 2.259 0.111
H 0.031 -4.290 4.153 0.112
H -2.371 -4.847 3.938 0.110
H -3.550 -4.394 1.808 0.112
H -2.345 -3.394 -0.084 0.111
C 2.216 4.553 -2.506 -0.183
Si 3.449 3.830 -1.307 0.410
C 4.916 4.983 -1.144 -0.184
C 4.029 2.169 -1.923 -0.202
C 2.783 3.719 0.473 -0.566
Te 0.865 2.927 0.999 1.253
C -0.329 4.141 -0.275 -0.574
Si -2.043 4.467 0.429 0.388
C -3.051 5.351 -0.869 -0.173
C -1.927 5.485 1.990 -0.183
C -2.805 2.792 0.812 -0.173
H 2.703 4.645 -3.481 0.042
H 1.876 5.549 -2.218 0.035
H 1.353 3.899 -2.634 -0.018
H 5.422 5.093 -2.105 0.035
H 5.648 4.603 -0.427 0.034
H 4.611 5.979 -0.815 0.034
H 4.620 2.322 -2.830 0.040
H 3.188 1.522 -2.177 -0.031
H 4.667 1.654 -1.201 0.014
H 2.762 4.723 0.903 0.005
H 3.489 3.146 1.081 0.003
H -0.387 3.607 -1.228 -0.047
H 0.234 5.063 -0.426 0.017
H -2.599 6.312 -1.124 0.037
H -4.064 5.547 -0.512 0.035
H -3.123 4.763 -1.786 0.036
H -1.407 6.428 1.802 0.038
H -1.389 4.959 2.780 0.020
H -2.924 5.729 2.364 0.035
H -2.896 2.196 -0.102 0.029
H -3.799 2.894 1.253 0.046
H -2.187 2.241 1.530 0.010
Se 0.227 1.045 -2.450 0.228
```

Spin multiplicity: 1
Energy relative to the best compared isomer or geometry (same formula, charge and spin) (kcal/mol): 0.0
Highest occupied orbital energy (eV): -9.3
Total charge: +1

# 4
# C2H5NO2

The molecule C2H5NO2 (ωB97M-V/def2-TZVPD, the OMol25 dataset).

Geometry as XYZ:
```
10
Properties=species:S:1:pos:R:3:nbo_charge:R:1
O -1.377 0.696 0.845 -0.585
C -0.491 0.365 0.107 0.769
O -0.750 0.002 -1.183 -0.700
C 0.981 0.196 0.429 -0.330
N 1.569 -1.048 -0.013 -0.815
H -1.706 0.124 -1.276 0.494
H 1.513 1.035 -0.019 0.218
H 1.067 0.266 1.512 0.220
H 1.199 -1.845 0.484 0.361
H 1.436 -1.198 -1.009 0.369
```

Spin multiplicity: 1
Energy relative to the best compared isomer or geometry (same formula, charge and spin) (kcal/mol): 6.9
Highest occupied orbital energy (eV): -9.6
SMILES string: NCC(=O)O

# 5
# C21H43NO7

A cluster of 6 separate species, C21H43NO7 in total (ωB97M-V/def2-TZVPD, the OMol25 dataset).

Geometry as XYZ:
```
72
Properties=species:S:1:pos:R:3:lowdin_charge:R:1
C -1.610 -1.131 -0.728 -0.063
C -0.989 -1.050 0.682 -0.424
C -1.854 -1.822 1.679 -0.089
C -0.835 0.404 1.146 -0.171
C 0.428 1.104 0.612 -0.177
N 0.248 2.332 -0.161 0.074
C -0.094 3.494 0.490 -0.581
O -0.132 4.583 -0.016 0.091
O -0.326 3.311 1.843 0.068
H -1.698 -0.150 -1.195 0.053
H -2.617 -1.552 -0.676 0.073
H -1.028 -1.764 -1.401 0.069
H -0.005 -1.528 0.654 0.128
H -1.883 -2.883 1.428 0.057
H -2.876 -1.433 1.647 0.082
H -1.489 -1.699 2.700 0.075
H -1.719 0.974 0.839 0.121
H -0.824 0.430 2.237 0.106
H 1.108 1.336 1.431 0.117
H 0.962 0.411 -0.042 0.117
H -0.292 2.211 -1.012 0.097
H -1.178 3.719 2.031 0.110
C 0.253 2.767 -4.585 -0.020
C -0.209 1.536 -3.860 -0.475
O -0.870 1.604 -2.845 0.040
C 0.198 0.202 -4.434 -0.013
H -0.104 3.657 -4.075 0.088
H 1.342 2.796 -4.623 0.072
H -0.114 2.758 -5.613 0.092
H 1.286 0.138 -4.483 0.088
H -0.183 0.102 -5.452 0.087
H -0.192 -0.603 -3.816 0.073
C 4.501 6.121 -5.401 -0.025
C 3.497 5.470 -4.481 -0.496
O 2.480 4.969 -4.902 0.061
C 3.820 5.479 -3.007 -0.017
H 4.158 6.053 -6.430 0.080
H 4.634 7.168 -5.126 0.085
H 5.471 5.629 -5.303 0.084
H 3.933 6.506 -2.656 0.086
H 4.768 4.965 -2.829 0.085
H 3.026 4.990 -2.448 0.082
C -2.275 7.073 5.197 -0.026
C -3.075 6.213 4.248 -0.510
O -3.729 5.274 4.637 0.067
C -3.009 6.582 2.786 -0.026
H -2.397 6.711 6.214 0.080
H -1.219 7.048 4.921 0.085
H -2.608 8.110 5.133 0.084
H -1.976 6.536 2.434 0.083
H -3.366 7.602 2.634 0.084
H -3.623 5.897 2.206 0.081
C -2.415 -6.417 2.008 -0.019
C -1.078 -5.829 2.387 -0.508
O -0.490 -5.070 1.649 0.041
C -0.516 -6.250 3.717 -0.026
H -2.719 -6.049 1.031 0.081
H -2.344 -7.506 1.988 0.085
H -3.167 -6.147 2.751 0.085
H -0.390 -7.332 3.720 0.069
H -1.196 -5.974 4.525 0.085
H 0.450 -5.776 3.875 0.085
C 1.753 -7.354 0.202 -0.013
C 1.500 -8.631 0.964 -0.490
O 0.903 -8.638 2.017 0.064
C 2.031 -9.904 0.351 -0.025
H 1.327 -6.506 0.732 0.062
H 2.827 -7.207 0.072 0.088
H 1.309 -7.421 -0.793 0.090
H 3.113 -9.835 0.226 0.085
H 1.594 -10.051 -0.638 0.085
H 1.789 -10.751 0.988 0.080
```

Spin multiplicity: 1
Energy relative to the best compared isomer or geometry (same formula, charge and spin) (kcal/mol): 0.0
Highest occupied orbital energy (eV): -9.2
SMILES string: CC(C)CCNC(=O)O.CC(C)=O.CC(C)=O.CC(C)=O.CC(C)=O.CC(C)=O

# 6
# C3H3ClN2O2

The molecule C3H3ClN2O2 (ωB97M-V/def2-TZVPD, the OMol25 dataset).

Geometry as XYZ:
```
11
Properties=species:S:1:pos:R:3:nbo_charge:R:1
C -1.026 0.687 -0.001 0.582
C 0.952 -0.033 0.005 0.073
C 0.189 -1.154 -0.005 -0.160
H -1.904 2.333 0.006 0.515
H 0.353 -2.192 0.004 0.236
H -2.978 -0.752 -0.008 0.492
N 0.206 1.124 0.001 -0.523
N -1.109 -0.652 0.003 -0.065
O -2.164 1.400 -0.002 -0.677
O -2.253 -1.405 0.001 -0.499
Cl 2.676 0.020 -0.001 0.025
```

Spin multiplicity: 1
Energy relative to the best compared isomer or geometry (same formula, charge and spin) (kcal/mol): 44.5
Highest occupied orbital energy (eV): -8.6
SMILES string: Oc1nc(Cl)cn1O